The following is a DFT calculation (the ωB97M-V functional and the def2-TZVPD basis) of a structure of composition C2H7N4S2 in a non-equilibrium geometry.

Last column: Löwdin charge in e.
Atoms and positions in Å:
1 C -1.91 0.07 0.09  -1.331
2 C 0.71 -0.64 -0.40  -0.217
3 N -0.81 0.77 0.68  -0.029
4 N 0.39 0.68 -0.08  -0.282
5 N 0.65 1.49 -1.10  0.102
6 N 1.06 -1.41 0.86  0.254
7 S -3.38 0.49 0.42  0.763
8 S -1.43 -1.27 -0.88  0.870
9 H 1.36 -0.79 -1.19  0.112
10 H -1.04 1.61 1.14  0.115
11 H 0.43 1.17 -1.95  0.055
12 H 0.45 2.48 -0.94  0.139
13 H 0.42 -0.98 1.44  0.115
14 H 2.04 -1.27 1.03  0.174
15 H 1.07 -2.41 0.88  0.162

The HOMO energy comes out at -0.4469 Eh. As for the charge: +1. As for the energy above the lowest of the compared OMol25 structures with the same formula, charge and spin: 55.6 kcal per mole. For the maximum force, the calculation gives 4.83 eV/Å. As for the LUMO energy: -4.5 eV. The HOMO-LUMO gap is 7.63 eV.